[1]
60
Properties=species:S:1:pos:R:3 method="wB97M-V/def2-TZVPD" mol_weight_g_mol=362.5 e_tot_ha=-1152.01800 total_charge=0 smiles="CN(CCCN1CCCCC1)C(=O)CCc1nnc(C2CCCCC2)o1" multiplicity=1
O 0.538 0.933 -2.133
O -1.248 4.691 1.646
N 0.573 -0.491 2.703
N 0.399 3.598 2.717
N -1.200 -0.392 -2.109
N -1.370 0.537 -1.142
C 0.649 4.738 3.572
C -0.185 -0.683 -5.112
C 1.020 0.089 3.961
C 1.086 -1.791 0.705
C -0.268 -2.487 0.770
C 1.165 2.410 3.014
C -1.295 -2.905 -4.807
C 0.595 -0.866 -3.801
C -0.070 -0.148 -2.685
C 0.760 -2.359 -3.484
C 1.540 -1.395 2.107
C -0.048 2.476 -0.303
C -0.716 -1.152 2.839
C -1.262 -1.576 1.480
C 0.516 1.528 4.092
C -0.337 1.311 -1.170
C -0.887 2.428 0.978
C -1.519 -1.421 -5.075
C -0.609 3.668 1.815
C -0.582 -3.082 -3.471
H 1.585 -0.409 -3.910
H 0.744 1.905 5.090
H -0.421 -4.142 -3.264
H -0.021 5.540 3.269
H -0.348 0.381 -5.297
H -0.696 1.505 1.519
H -0.691 -3.338 -5.610
H -0.628 -2.041 3.492
H 2.114 0.103 3.978
H 1.289 1.807 2.115
H -0.567 1.549 3.964
H 2.504 -0.881 2.050
H 1.404 -2.797 -4.251
H -1.413 -0.457 3.314
H 1.023 2.486 -0.082
H -2.038 -1.281 -6.025
H -1.206 -2.662 -2.682
H 1.257 -2.476 -2.519
H 2.158 2.726 3.345
H -0.625 -2.715 -0.235
H 1.674 -2.307 2.717
H -2.213 -2.091 1.622
H -0.278 3.394 -0.852
H 1.684 5.071 3.466
H 1.001 -0.889 0.098
H 0.459 4.485 4.617
H -1.940 2.454 0.696
H 1.836 -2.443 0.252
H 0.684 -0.506 4.825
H -2.253 -3.427 -4.788
H -1.446 -0.696 0.863
H -2.137 -1.007 -4.277
H 0.428 -1.077 -5.927
H -0.166 -3.427 1.318

[2]
10
Properties=species:S:1:pos:R:3 method="wB97M-V/def2-TZVPD" mol_weight_g_mol=140.3 e_tot_ha=-1348.33515 total_charge=0 multiplicity=1
S 1.400 -0.867 -1.624
S -2.680 0.642 -1.351
S -2.413 0.568 0.538
O -1.446 0.965 -2.100
C 0.753 -0.810 -0.159
C 1.185 0.075 0.936
H 0.312 0.733 0.927
H 2.115 0.532 0.795
H -0.212 -1.296 0.179
H 0.986 -0.544 1.858

[3]
18
Properties=species:S:1:pos:R:3 method="wB97M-V/def2-TZVPD" mol_weight_g_mol=101.1 e_tot_ha=-327.03613 total_charge=0 smiles="CCN(C)C(C)=O" multiplicity=1
O -1.411 -0.561 -0.972
N 0.560 0.287 -0.370
C 1.350 1.314 0.296
C -1.526 1.525 0.128
C -0.795 0.369 -0.472
C -0.272 -2.154 0.253
C 0.951 -1.089 -0.569
H -1.405 -2.156 0.295
H -2.567 1.378 -0.152
H 1.192 2.285 -0.188
H 1.091 1.421 1.357
H -1.444 1.528 1.222
H 2.418 1.091 0.224
H -0.007 -2.061 1.297
H -0.066 -3.115 -0.196
H 2.054 -1.125 -0.354
H 0.854 -1.362 -1.622
H -1.160 2.477 -0.257

[4]
14
Properties=species:S:1:pos:R:3 method="wB97M-V/def2-TZVPD" mol_weight_g_mol=95.2 e_tot_ha=-609.73742 total_charge=0 smiles=NCO.CS multiplicity=1
S -4.729 3.986 0.183
O 2.995 -1.208 0.992
N 3.333 -3.601 1.293
C -4.530 3.308 -1.495
C 3.178 -2.509 0.370
H 3.014 -1.283 1.952
H -3.526 4.558 0.316
H 4.077 -2.270 -0.196
H 4.165 -3.438 1.840
H 3.316 -4.495 0.818
H 2.411 -2.664 -0.364
H -4.372 2.197 -1.620
H -3.839 3.919 -2.084
H -5.493 3.499 -2.005

[5]
51
Properties=species:S:1:pos:R:3 method="wB97M-V/def2-TZVPD" mol_weight_g_mol=403.4 e_tot_ha=-1354.35899 total_charge=0 smiles="Cc1cc(C(=O)OCC(=O)N2CC(=O)Nc3ccccc32)c(C)n1-c1ccccc1" multiplicity=1
O -2.323 -0.369 1.787
O 1.210 -2.139 -0.524
O -0.932 -4.392 0.241
O 1.638 -1.194 -2.526
N -1.527 -2.517 -0.862
N -1.754 0.127 -0.331
N 1.256 1.704 0.987
C -2.518 -2.119 0.116
C 1.776 3.837 3.953
C -0.094 2.031 2.979
C 1.378 2.375 -0.213
C 0.638 3.552 4.689
C -0.291 2.647 4.202
C 1.327 0.361 0.777
C -1.384 -1.615 -1.932
C -1.039 -1.090 -4.245
C -2.193 -0.718 0.634
C 1.530 1.446 -1.198
C -1.381 0.683 -2.665
C -0.651 -3.522 -0.551
C -1.517 -0.253 -1.651
C -1.130 0.261 -3.957
C -1.175 -2.029 -3.239
C 1.986 3.223 2.732
C 1.487 -1.082 -1.332
C 1.281 -0.609 1.900
C 1.048 2.321 2.241
C 1.501 0.161 -0.586
C 0.760 -3.349 -1.119
C 1.292 3.858 -0.310
H -1.114 -3.084 -3.459
H 0.550 4.251 0.385
H 1.671 -0.156 2.810
H 0.478 4.031 5.643
H -1.009 0.990 -4.743
H -1.178 2.419 4.773
H 2.507 4.535 4.333
H 2.879 3.427 2.161
H -1.456 1.734 -2.430
H -0.822 1.326 2.606
H 1.015 4.138 -1.323
H 0.259 -0.935 2.096
H 2.248 4.329 -0.081
H -3.520 -2.104 -0.332
H -1.581 1.090 -0.076
H 1.866 -1.490 1.652
H 1.385 -4.172 -0.763
H -2.506 -2.833 0.941
H 1.638 1.623 -2.249
H -0.856 -1.416 -5.257
H 0.818 -3.268 -2.207

[6]
143
Properties=species:S:1:pos:R:3 method="wB97M-V/def2-TZVPD" mol_weight_g_mol=823.2 e_tot_ha=-2685.54016 total_charge=-1 multiplicity=1
Al 4.179 6.440 -5.656
O 6.824 7.260 -6.801
N -5.278 1.908 7.112
N -3.558 4.872 4.478
N 1.942 4.868 -6.688
N 0.246 -7.538 -4.148
N 1.032 1.734 -7.167
N -9.270 5.777 11.150
N -3.411 -6.598 1.550
N 0.876 0.234 5.012
N -1.259 -2.060 -4.317
N -0.659 2.738 -1.102
N 6.688 -5.191 -5.210
C 0.796 0.666 -4.794
C 8.109 -6.770 -6.733
C -10.250 2.959 13.384
C -2.736 -8.764 -1.083
C 1.743 0.217 5.765
C 1.627 -6.615 -6.169
C -0.941 2.370 -4.083
C -1.641 2.298 5.797
C -0.012 -4.189 -1.874
C 0.536 -3.573 -3.166
C -1.238 3.612 -0.633
C -6.269 5.224 7.240
C 5.449 7.702 -6.665
C -9.947 2.476 11.971
C -0.471 -2.727 -3.811
C -6.601 4.028 6.343
C -5.876 2.830 6.774
C 1.599 -1.370 8.305
C 8.154 -8.189 -6.155
C -8.769 3.217 11.328
C 2.845 0.196 6.730
C -0.418 2.937 5.152
C 3.801 -7.598 -5.278
C 6.927 6.119 -7.590
C 2.874 -1.125 7.506
C 8.321 4.715 -5.982
C -1.723 -7.745 -1.592
C -2.887 2.381 4.912
C 7.312 -5.880 -5.885
C -9.041 4.653 11.222
C -3.258 3.773 4.650
C 0.849 -7.132 -5.040
C -3.996 -8.116 -0.497
C 0.928 1.250 -6.130
C -1.994 4.714 -0.034
C 2.841 -7.505 -6.458
C -6.645 4.989 8.698
C 3.406 5.017 -6.927
C -3.312 4.211 0.563
C -3.668 -7.261 0.648
C -0.413 -3.142 -0.841
C 8.780 -8.245 -4.767
C -0.608 0.891 -4.224
C -4.227 3.575 -0.478
C 8.292 5.482 -7.324
H 0.973 -6.562 -7.039
H 8.622 4.871 -8.164
H -6.424 5.871 9.297
H 3.324 -8.055 -4.410
H -3.827 5.051 1.033
H 0.454 2.832 5.793
H -0.945 2.873 -5.053
H 1.420 -0.562 9.017
H 5.033 8.001 -7.641
H -0.573 4.006 4.984
H 3.552 5.309 -7.972
H -0.220 2.870 -3.445
H 4.664 -8.211 -5.537
H -1.432 1.248 6.003
H -4.700 -8.878 -0.161
H -1.218 -2.505 -1.210
H -0.875 -4.815 -2.107
H -7.710 4.774 8.799
H 0.432 -2.504 -0.577
H -6.326 4.240 5.309
H 7.668 -6.777 -7.730
H 8.201 -7.667 -4.046
H 1.547 1.122 -4.146
H 8.905 3.800 -6.089
H -2.709 1.876 3.960
H 3.730 -1.111 8.183
H -10.834 2.597 11.347
H 9.115 -6.358 -6.814
H -0.862 -8.244 -2.024
H -3.734 1.901 5.398
H -1.362 -7.108 -0.782
H 7.142 -8.596 -6.113
H -6.083 4.154 9.123
H -8.575 2.831 10.326
H -1.844 2.780 6.756
H 5.506 8.627 -6.082
H -7.671 3.810 6.372
H 4.167 -6.611 -4.990
H 3.932 4.057 -6.787
H -3.766 2.694 -0.927
H 6.157 5.375 -7.345
H -7.862 3.081 11.919
H -6.801 6.098 6.862
H 2.936 7.338 -5.130
H -9.715 1.410 11.993
H 3.030 -1.951 6.810
H 0.751 -4.843 -1.448
H 8.724 -8.823 -6.837
H -0.671 0.412 -3.247
H -10.543 4.009 13.392
H 8.821 -9.273 -4.407
H 4.941 5.766 -4.393
H -4.496 -7.505 -1.251
H -4.464 4.280 -1.276
H 3.778 0.341 6.185
H 0.823 -4.358 -3.867
H 1.419 -2.967 -2.957
H -2.268 -9.395 -0.324
H -1.930 2.497 -3.643
H -5.203 5.445 7.167
H -0.769 -3.624 0.070
H 1.012 -0.401 -4.865
H 7.308 4.483 -5.662
H 6.838 6.336 -8.668
H 3.366 -7.100 -7.325
H 1.781 4.771 -5.694
H 1.949 -5.600 -5.929
H -3.101 3.487 1.352
H -3.032 -9.420 -1.904
H -1.343 0.407 -4.863
H 1.672 -2.302 8.865
H -1.376 5.174 0.737
H 8.979 6.326 -7.222
H 0.729 -1.447 7.651
H -2.181 5.463 -0.804
H 9.798 -7.851 -4.779
H -9.381 2.842 14.034
H -2.161 -7.107 -2.361
H 2.721 1.038 7.412
H -11.072 2.386 13.815
H 8.779 5.337 -5.217
H -0.191 2.468 4.196
H -5.164 3.256 -0.019
H 1.612 4.018 -7.133
H 2.500 -8.507 -6.730